Entry 1:
C4H11NS | ωB97M-V/def2-TZVPD

Values from the calculation:
LUMO energy in eV: 0.73
Structure (SMILES): C=CN.CCS
Orbital gap in Ha: 0.33404
ΔE to the lowest compared entry with this formula, charge and spin in kcal/mol: 59.6
E in Eh: -611.84710

Last column: Löwdin charge in e.
Geometry (Å):
C: 3.15 -2.42 -0.69  -0.057
C: 2.09 -2.18 -1.37  -0.364
N: 1.88 -2.71 -2.64  0.046
H: 3.13 -2.59 0.35  0.025
H: 4.19 -2.46 -1.19  0.087
H: 1.23 -1.64 -1.00  0.104
H: 1.33 -1.93 -3.03  0.090
H: 2.71 -2.95 -3.12  0.069
C: -1.71 1.51 0.97  -0.242
C: -3.00 2.11 1.55  -0.585
S: -2.42 3.65 2.42  0.600
H: -0.95 1.31 1.85  0.100
H: -1.28 2.01 0.10  0.061
H: -1.91 0.49 0.50  0.075
H: -3.58 1.51 2.32  0.078
H: -3.78 2.43 0.85  0.048
H: -1.07 3.87 2.15  -0.135



Entry 2:
C7H10N4SSbSe4Tc | ωB97M-V/def2-TZVPD

Values from the calculation:
LUMO energy in eV: -8.39
Total charge: +2
Orbital gap in Ha: 0.22163
ΔE to the lowest compared entry with this formula, charge and spin in kcal/mol: 0.0
E in Eh: -10816.15963

Last column: Löwdin charge in e.
Geometry (Å):
Tc: -0.05 -0.03 -0.49  0.724
C: -1.98 -0.89 -1.48  -0.152
C: -1.58 -1.78 -0.46  -0.128
C: -0.27 -2.24 -0.76  -0.163
C: 0.14 -1.62 -1.99  -0.189
C: -0.92 -0.77 -2.42  -0.186
H: -2.92 -0.38 -1.53  0.120
H: -2.18 -2.08 0.39  0.129
H: 0.29 -2.97 -0.21  0.128
H: 1.06 -1.81 -2.53  0.128
H: -0.94 -0.18 -3.33  0.116
N: -0.11 0.26 1.73  -0.035
N: -1.02 1.21 2.24  -0.023
C: -1.72 1.99 1.41  -0.740
N: -2.54 2.89 1.94  0.154
S: -1.55 1.88 -0.28  0.679
H: -0.35 -0.65 2.12  0.132
H: 0.82 0.50 2.05  0.117
H: -1.12 1.26 3.25  0.176
H: -2.60 3.05 2.94  0.140
H: -3.08 3.49 1.34  0.129
N: 2.92 -0.91 0.32  -0.136
C: 1.85 -0.59 0.01  -0.392
Se: 0.20 2.91 -2.94  0.269
Sb: 5.09 -1.32 0.16  0.407
Se: 1.34 1.57 -1.68  0.275
Se: 5.95 -0.49 2.12  0.167
Se: 5.26 -2.29 -1.92  0.156



Entry 3:
C13H25N | ωB97M-V/def2-TZVPD

Values from the calculation:
LUMO energy in eV: 0.99
Structure (SMILES): CN(C1CCCCC1)C1CCCCC1
Orbital gap in Ha: 0.32729
ΔE to the lowest compared entry with this formula, charge and spin in kcal/mol: 0.0
E in Eh: -565.05188

Last column: Löwdin charge in e.
Geometry (Å):
C: 0.01 2.64 -0.69  -0.114
N: 0.02 1.21 -0.83  -0.159
C: -1.26 0.62 -0.37  -0.349
C: -1.79 -0.50 -1.25  -0.169
C: -3.24 -1.00 -0.92  -0.175
C: -3.46 -1.17 0.64  -0.202
C: -2.94 0.01 1.49  -0.189
C: -1.46 0.32 1.09  -0.161
C: 1.33 0.61 -0.59  -0.294
C: 1.48 -0.90 -1.00  -0.147
C: 2.91 -1.48 -0.82  -0.196
C: 3.41 -1.28 0.62  -0.209
C: 3.28 0.19 0.99  -0.233
C: 1.89 0.81 0.90  -0.139
H: 0.94 3.12 -1.04  0.088
H: -0.76 3.11 -1.38  0.098
H: -0.20 2.93 0.37  0.089
H: -1.98 1.40 -0.62  0.129
H: -1.17 -1.41 -1.18  0.093
H: -1.73 -0.03 -2.29  0.136
H: -3.98 -0.15 -1.31  0.139
H: -3.45 -1.95 -1.40  0.088
H: -4.55 -1.30 0.95  0.115
H: -2.93 -2.10 0.98  0.114
H: -2.97 -0.23 2.49  0.076
H: -3.49 0.96 1.32  0.121
H: -0.88 -0.57 1.27  0.102
H: -1.15 1.14 1.70  0.103
H: 2.00 1.16 -1.32  0.147
H: 1.06 -1.12 -1.99  0.109
H: 0.76 -1.43 -0.28  0.115
H: 3.52 -0.91 -1.50  0.100
H: 2.84 -2.50 -1.20  0.102
H: 4.41 -1.69 0.82  0.105
H: 2.70 -1.83 1.34  0.133
H: 3.94 0.76 0.34  0.101
H: 3.73 0.45 2.03  0.130
H: 1.95 1.87 1.13  0.105
H: 1.18 0.24 1.51  0.095



Entry 4:
C4H8N2S | ωB97M-V/def2-TZVPD

Values from the calculation:
LUMO energy in eV: 0.80
Orbital gap in Ha: 0.32719
ΔE to the lowest compared entry with this formula, charge and spin in kcal/mol: 96.5
E in Eh: -664.77907

Last column: Löwdin charge in e.
Geometry (Å):
C: -0.01 -1.31 -1.01  -0.338
C: 0.37 -0.63 0.24  -0.165
C: -0.39 -1.26 1.38  -0.056
C: 0.45 2.03 -0.18  -0.305
N: -0.63 -0.84 -1.99  -0.240
N: -0.60 1.06 -0.08  -0.393
S: -1.04 0.83 -1.74  0.853
H: 0.16 -2.36 -1.07  0.116
H: 1.44 -0.42 0.28  0.123
H: 0.15 -1.47 2.21  0.035
H: -0.95 -2.05 0.99  0.055
H: -1.10 -0.40 1.67  0.117
H: -0.04 2.82 -0.69  0.031
H: 0.89 2.30 0.83  0.092
H: 1.30 1.69 -0.84  0.076



Entry 5:
C24H29N9O8S2Y | ωB97M-V/def2-TZVPD

Values from the calculation:
LUMO energy in eV: 2.45
Total charge: -1
Orbital gap in Ha: 0.30724
ΔE to the lowest compared entry with this formula, charge and spin in kcal/mol: 0.0
E in Eh: -2861.94666

Last column: Löwdin charge in e.
Geometry (Å):
Y: 0.43 0.07 -0.76  1.530
N: 2.58 0.42 0.47  -0.046
C: 2.69 1.70 1.21  -0.185
C: 1.44 2.58 1.14  -0.600
O: 1.41 3.61 1.83  -0.015
N: 0.50 2.14 0.31  -0.085
C: -0.71 2.94 0.21  -0.156
C: -1.60 2.40 -0.90  -0.623
O: -2.78 2.76 -0.98  -0.002
O: -1.06 1.53 -1.69  -0.188
H: 3.31 0.39 -0.23  0.006
H: 2.75 -0.34 1.12  -0.008
H: 2.91 1.50 2.26  0.102
H: 3.53 2.28 0.83  0.087
H: -1.29 2.93 1.14  0.122
H: -0.50 4.00 0.02  0.118
O: -1.17 -2.39 2.49  0.047
C: -0.58 -1.94 1.52  -0.593
O: -0.68 -0.76 1.03  -0.151
C: 0.39 -2.84 0.75  -0.183
C: 0.65 -4.16 1.07  0.009
C: 1.50 -4.88 0.24  -0.036
C: 2.05 -4.28 -0.88  0.013
C: 1.73 -2.95 -1.13  -0.174
N: 0.94 -2.27 -0.31  0.077
C: 2.16 -2.18 -2.37  -0.602
O: 2.82 -2.75 -3.23  0.057
O: 1.72 -0.97 -2.40  -0.184
H: 0.18 -4.59 1.95  0.119
H: 1.73 -5.91 0.47  0.106
H: 2.69 -4.80 -1.57  0.117
N: -4.99 1.00 -1.66  0.192
C: -5.08 -0.20 -2.26  -0.507
O: -6.14 -0.70 -2.63  0.029
C: -3.79 -0.92 -2.49  -0.102
C: -3.67 -1.81 -3.55  0.005
C: -2.44 -2.41 -3.78  -0.039
C: -1.38 -2.08 -2.96  -0.101
N: -1.49 -1.26 -1.92  0.022
C: -2.68 -0.71 -1.68  -0.071
H: -5.85 1.50 -1.54  0.112
H: -4.12 1.52 -1.53  0.060
H: -4.53 -2.00 -4.16  0.121
H: -2.30 -3.10 -4.60  0.104
H: -0.39 -2.49 -3.15  0.107
H: -2.75 -0.07 -0.81  0.116
S: 4.74 1.82 -1.78  0.596
C: 3.27 2.43 -2.30  -0.902
N: 2.24 1.72 -2.82  0.005
C: 1.29 2.62 -3.47  -0.137
C: 1.50 3.89 -2.64  -0.129
N: 2.91 3.73 -2.29  0.026
H: 2.39 0.76 -3.12  0.100
H: 0.27 2.25 -3.40  0.097
H: 1.56 2.78 -4.51  0.121
H: 0.88 3.88 -1.75  0.098
H: 1.33 4.80 -3.21  0.116
H: 3.39 4.35 -1.66  0.130
S: 2.52 -1.50 3.38  0.587
C: 1.09 -0.85 4.00  -0.859
N: 0.45 -1.46 5.01  0.005
C: -0.91 -1.13 5.43  -0.184
C: -1.12 0.37 5.28  -0.160
C: -0.77 0.77 3.85  -0.161
N: 0.57 0.29 3.54  0.043
H: 0.81 -2.38 5.22  0.111
H: -1.02 -1.43 6.47  0.114
H: -1.63 -1.67 4.82  0.107
H: -0.48 0.91 5.98  0.118
H: -2.16 0.62 5.49  0.114
H: -0.77 1.86 3.73  0.123
H: -1.48 0.34 3.14  0.112
H: 1.01 0.68 2.73  0.078